1.
Density functional theory data (ωB97M-V/def2-TZVPD) for a molecular structure, C18H41GeMoOSe5Si.

As for the total charge: +3. The value obtained for the frontier orbital gap (alpha / beta) is 5.737 / 5.737 eV.

Geometry as XYZ:
```
68
Properties=species:S:1:pos:R:3:forces:R:3
Mo 0.120765 -0.597522 -0.121115 -0.088 -0.005 0.132
Se 0.600521 -0.978136 2.207402 0.047 0.053 -0.083
Se -0.100552 -2.976090 3.001084 -0.019 -0.002 0.030
Se -1.475871 -3.861200 1.406713 -0.019 -0.021 0.009
Se -1.369942 -2.407435 -0.376519 0.083 0.044 -0.019
C -4.144916 1.928802 -1.881007 0.004 -0.014 -0.003
C -3.513395 0.562028 -1.533692 0.005 0.028 -0.043
C -2.887750 -0.038942 -2.801231 -0.008 0.007 0.013
C -4.631108 -0.419424 -1.112512 -0.003 -0.008 0.015
Si -2.312376 0.769936 -0.066777 -0.021 -0.070 -0.049
C -0.546045 1.776091 -0.476640 0.056 -0.027 0.045
C 0.763498 1.809918 0.301197 -0.088 -0.010 -0.017
C -1.504102 2.860015 0.144775 -0.010 0.008 0.047
C -0.315627 2.199824 -1.934830 -0.005 0.000 -0.007
C -2.997284 0.760785 1.728785 -0.026 0.000 0.005
C -4.260816 1.659518 1.700553 0.003 0.004 0.008
C -2.104731 1.287350 2.861909 -0.003 0.000 0.003
C -3.406024 -0.683336 2.070104 0.006 -0.011 -0.002
H -4.904231 1.761565 -2.647458 -0.004 0.002 0.001
H -3.423371 2.633436 -2.299288 -0.001 -0.001 0.003
H -4.647300 2.397926 -1.033951 -0.005 0.004 0.009
H -3.681371 -0.128024 -3.545969 -0.004 0.004 0.000
H -2.511794 -1.050631 -2.638078 0.000 -0.001 0.000
H -2.107350 0.565845 -3.252833 0.010 0.017 -0.004
H -5.319261 -0.499358 -1.956397 -0.001 0.000 -0.002
H -5.216547 -0.098361 -0.255886 0.002 -0.005 -0.016
H -4.249658 -1.425107 -0.922935 -0.001 0.003 -0.005
H 0.648637 1.911207 1.376994 0.015 0.015 0.003
H 1.360827 2.647594 -0.069762 0.035 -0.022 0.000
H 1.475416 0.960286 0.075451 0.041 -0.009 0.016
H -1.479046 2.897170 1.226081 -0.003 0.029 0.002
H -2.558262 2.841777 -0.204419 0.000 -0.015 -0.001
H -1.170890 3.819844 -0.254724 0.010 -0.010 -0.017
H 0.481247 1.646885 -2.422806 0.003 0.000 0.004
H -0.007255 3.247674 -1.929487 -0.001 0.000 -0.003
H -1.211610 2.139839 -2.544656 -0.015 -0.009 -0.013
H -4.028871 2.706084 1.496936 -0.005 0.002 0.001
H -4.697770 1.625075 2.701206 -0.001 0.002 0.000
H -5.029129 1.327908 1.008091 0.004 0.007 0.007
H -2.127238 2.373364 2.945798 0.007 0.000 0.001
H -1.064249 0.964945 2.805815 -0.012 0.002 -0.001
H -2.501240 0.906479 3.805275 -0.002 0.002 -0.001
H -3.956703 -1.193214 1.280436 0.005 0.006 0.016
H -4.054973 -0.655043 2.947781 0.001 0.001 0.002
H -2.532426 -1.280168 2.332904 0.005 -0.010 0.004
C 5.982718 -2.796395 -0.726516 0.015 -0.014 0.000
Ge 5.438060 -1.721172 0.797970 -0.011 0.012 0.025
C 6.747621 -0.408626 1.355360 0.005 -0.002 -0.001
C 4.703797 -2.806125 2.239077 0.000 -0.003 -0.004
C 3.822571 -0.594954 0.236849 0.034 -0.011 -0.020
Se 2.444704 -1.715473 -0.555842 -0.020 -0.013 0.008
C 3.037408 -1.640208 -2.406276 0.008 0.000 0.001
H 6.861836 -3.373901 -0.437615 -0.004 -0.002 -0.001
H 6.269328 -2.180649 -1.579529 0.005 0.003 0.001
H 5.217777 -3.514257 -1.027770 0.005 -0.007 0.003
H 7.627907 -0.927334 1.736019 -0.001 0.000 -0.001
H 6.362159 0.228578 2.150408 -0.004 -0.001 -0.001
H 7.059236 0.213376 0.517180 0.000 0.003 0.001
H 5.471469 -3.471252 2.634359 0.003 0.002 -0.004
H 3.883798 -3.433796 1.882479 0.000 0.004 0.008
H 4.354421 -2.180238 3.061815 -0.001 0.000 -0.006
H 4.057027 0.188357 -0.484411 0.003 0.006 0.002
H 3.405113 -0.146824 1.138709 -0.025 -0.007 -0.005
H 4.064215 -1.998971 -2.373852 -0.017 0.010 -0.009
H 2.998338 -0.623471 -2.786135 -0.003 0.003 0.001
H 2.428516 -2.318842 -2.995981 -0.007 0.000 0.000
O 0.217785 -0.815106 -3.315954 -0.048 -0.026 0.008
C 0.144361 -0.659898 -2.202660 0.066 0.052 -0.094
```
Positions in Å, forces in eV/Å.



2.
Density functional theory data (ωB97M-V/def2-TZVPD) for C5H4O3 in the gas phase.

The energy above the lowest of the compared OMol25 structures with the same formula, charge and spin comes out at 75.5 kcal per mole. The SMILES is c1cc2c(o1)OCO2. The value obtained for the frontier orbital gap is 8.522 eV.

Geometry as XYZ:
```
12
Properties=species:S:1:pos:R:3:forces:R:3
C -1.228610 1.541557 -0.699105 1.517 -2.153 0.068
C -1.342909 0.899934 0.477533 -1.368 0.943 1.720
C -0.379996 -0.120936 0.460415 -0.433 0.620 -2.353
C 0.144284 -0.080575 -0.778547 1.323 -1.236 1.593
O -0.272651 0.912437 -1.500450 -0.563 1.436 -1.138
O 1.293872 -0.857911 -0.909743 -0.728 0.674 0.274
C 1.464357 -1.399264 0.433023 -0.254 1.213 -0.201
O 0.279089 -0.944530 1.243933 2.385 -2.456 1.457
H -1.767604 2.300933 -1.100859 -1.282 1.891 -1.329
H -2.108931 1.228140 1.209790 0.939 -0.524 -0.363
H 1.482945 -2.478187 0.295197 -0.214 -0.019 0.554
H 2.436154 -1.001598 0.868813 -1.320 -0.389 -0.281
```
Positions in Å, forces in eV/Å.



no.,largest force on an atom (eV/A)
1,0.16
2,3.72